This record from the Open Molecules 2025 dataset describes an isolated ion of composition C7H8NO3S and charge -1 at a distorted geometry. The level of theory is ωB97M-V with the def2-TZVPD basis set.

Its molar mass is 186.2 g mol⁻¹. Its total charge is -1. The calculation puts the total energy at -950.14841 Ha. The value obtained for the energy relative to the best compared isomer or geometry (same formula, charge and spin) is 54.1 kcal/mol. The largest force on an atom comes out at 0.0843 hartree/bohr. The gap between HOMO and LUMO comes out at 8.656 eV. The structure (SMILES) is [H]/N=C1/CC(=C=C)[C@@]1(C)S(=O)(=O)[O-].

Last column: natural (NBO) charge in e.
CARTESIAN COORDINATES (ANGSTROEM)
C  -0.267242  1.727588  0.211768  -0.64
C  -0.775258  -1.898367  0.294649  -0.48
C  1.305113  -0.627659  1.456436  0.07
C  -1.583165  -0.669373  -0.359729  0.40
C  2.302353  -0.085174  2.043713  -0.46
N  -2.761066  -0.679959  -0.681758  -0.65
O  -0.608177  0.996041  -2.637352  -1.03
O  1.674541  0.906231  -1.808925  -1.02
C  -0.285407  0.233748  -0.115128  -0.42
H  -3.137663  0.197671  -1.148587  0.36
H  -1.216485  -2.556578  1.012582  0.20
C  0.264301  -0.791421  0.733144  -0.02
H  2.159481  0.398751  2.975457  0.19
H  0.658924  2.314592  -0.149646  0.26
S  0.357810  0.233558  -1.831636  2.38
H  3.285674  -0.080313  1.745515  0.20
H  -0.374729  1.900507  1.358769  0.20
H  -1.051988  2.198620  -0.410120  0.24
H  -0.364488  -2.530299  -0.429656  0.25
O  0.417472  -1.188162  -2.259499  -1.02

Force components x, y, z for each atom (eV/Å):
C 0.179 1.279 1.216
C 0.144 2.860 0.587
C -0.170 -0.143 -0.420
C 3.146 -1.361 2.657
C -0.372 0.266 1.597
N -2.771 1.382 -1.772
O -0.105 -0.194 1.037
O -0.924 -0.734 0.557
C -1.649 1.965 -2.734
H 0.935 -1.040 0.932
H -0.645 0.130 0.868
C -0.940 -2.649 -0.289
H -0.280 0.441 1.001
H -1.054 -1.554 0.695
S 1.834 -0.740 -2.968
H 2.058 -0.264 -1.158
H -0.124 -0.163 -1.994
H -0.020 -0.152 0.788
H 0.762 -0.599 -1.463
O -0.003 1.271 0.862

This record from the Open Molecules 2025 dataset describes an isolated ion of composition C7H8NO4 and charge -1 at a distorted geometry. The level of theory is ωB97M-V with the def2-TZVPD basis set.

Its molar mass is 170.1 g mol⁻¹. Its total charge is -1. The calculation puts the total energy at -627.13415 Ha. The value obtained for the energy relative to the best compared isomer or geometry (same formula, charge and spin) is 0.0 kcal/mol. The largest force on an atom comes out at 0.1203 hartree/bohr. The gap between HOMO and LUMO (alpha / beta) comes out at 4.664 / 7.158 eV. As for the multiplicity: 3.

Last column: natural (NBO) charge in e.
CARTESIAN COORDINATES (ANGSTROEM)
N  1.568012  0.850777  -1.067304  -0.47
H  -2.787825  -2.217329  0.861437  0.19
H  -0.031797  3.389423  0.337955  0.19
H  -1.435864  1.775433  1.376687  0.20
H  -1.291939  -2.249377  -0.090091  0.20
C  -1.235375  0.314352  -0.067761  0.08
O  -2.246122  -0.438798  0.556203  -0.51
H  -2.841377  -1.883856  -1.038250  0.16
C  1.943681  -0.807413  0.885093  0.71
C  -2.244968  -1.730247  -0.028959  -0.27
H  1.882940  2.955044  -0.743570  0.15
O  1.722387  -1.344262  -1.439156  -0.71
O  1.937747  -2.027802  0.793787  -0.76
C  0.097372  2.355872  0.180398  -0.20
O  2.199266  0.024940  1.722599  -0.68
C  -0.915736  1.443551  0.567735  -0.34
C  1.658120  -0.311498  -0.558611  0.42
H  1.694572  -2.132314  -0.823978  0.51
C  1.220076  2.036314  -0.479672  -0.03
H  -0.893174  -0.002812  -0.944541  0.17

Force components x, y, z for each atom (eV/Å):
N 0.144 1.867 0.705
H 0.362 -0.390 -1.892
H -0.114 1.033 1.057
H -2.080 0.652 1.992
H 0.429 0.561 -0.130
C -2.483 -1.757 3.167
O 1.776 0.311 -2.257
H 1.071 0.724 1.921
C -0.412 1.521 -2.031
C -3.025 -1.723 1.538
H -0.975 -1.763 0.031
O -0.500 0.211 -0.191
O 0.174 -3.109 1.959
C -4.099 -1.951 2.114
O 0.197 0.607 1.525
C 3.343 4.302 -1.039
C -0.466 -0.452 -1.378
H 0.395 0.649 0.022
C 5.003 0.035 -3.636
H 1.258 -1.329 -3.478

This record from the Open Molecules 2025 dataset describes C7H8O as an isolated structure at a distorted geometry. The level of theory is ωB97M-V with the def2-TZVPD basis set.

Its molar mass is 108.1 g mol⁻¹. The calculation puts the total energy at -346.53999 Ha. The value obtained for the energy relative to the best compared isomer or geometry (same formula, charge and spin) is 147.8 kcal/mol. The largest force on an atom comes out at 0.1997 hartree/bohr. The gap between HOMO and LUMO comes out at 10.002 eV.

Last column: natural (NBO) charge in e.
CARTESIAN COORDINATES (ANGSTROEM)
H  -2.739516  -1.194788  -0.217932  0.24
H  -0.317576  -2.068613  0.761275  0.22
C  0.257297  -0.011994  1.018509  -0.21
C  0.917551  0.064497  -0.844387  0.06
C  -1.808633  -0.461935  0.160474  -0.24
H  1.378607  0.161171  -1.944023  0.21
H  0.276128  1.946653  -0.250634  0.20
C  1.755672  0.069981  0.349477  -0.41
C  -0.008421  1.053834  -0.200807  -0.26
H  2.361159  1.177012  0.324071  0.23
H  2.223855  -0.826584  0.527303  0.22
C  -1.568819  0.885132  -0.288685  -0.15
H  -2.386126  1.588036  -0.914211  0.24
H  -0.080540  -0.005788  2.104027  0.24
O  0.228943  -1.295062  -0.975861  -0.53
C  -0.489574  -1.081545  0.391398  -0.04

Force components x, y, z for each atom (eV/Å):
H 2.303 2.486 1.487
H -0.826 -0.521 0.989
C 2.751 3.426 1.086
C 0.525 -2.426 -6.876
C -2.583 1.286 -3.793
H -0.951 0.406 2.486
H 2.798 7.320 0.411
C -0.678 2.445 1.331
C -6.941 -7.328 1.896
H -1.605 -3.449 0.871
H 2.295 -1.575 0.280
C -1.296 -2.710 -1.275
H 2.441 -2.071 2.027
H 0.857 1.032 -1.181
O 0.217 3.801 2.364
C 0.692 -2.120 -2.103

This record from the Open Molecules 2025 dataset describes one molecule with the formula C7H8O. The level of theory is ωB97M-V with the def2-TZVPD basis set.

Its molar mass is 108.1 g mol⁻¹. The calculation puts the total energy at -346.77114 Ha. The value obtained for the energy relative to the best compared isomer or geometry (same formula, charge and spin) is 2.7 kcal/mol. The largest force on an atom comes out at 0.0165 hartree/bohr. The gap between HOMO and LUMO comes out at 9.646 eV. The structure (SMILES) is Cc1ccc(O)cc1.

Last column: natural (NBO) charge in e.
CARTESIAN COORDINATES (ANGSTROEM)
H  1.649293  1.646086  -0.677033  0.21
H  1.672147  2.509289  1.536693  0.21
O  -1.104192  -1.693645  -1.977002  -0.70
C  0.469430  0.844468  0.949044  -0.04
C  0.465242  0.029351  -1.337392  -0.26
C  -0.947088  -0.999505  0.293777  -0.25
C  0.931734  0.902586  -0.351934  -0.20
H  -0.797220  -0.261666  2.278415  0.21
C  -0.505839  -0.901684  -1.023373  0.28
C  -0.455955  -0.136555  1.256007  -0.20
H  0.908721  0.053265  -2.323749  0.21
H  0.276898  2.261216  2.573778  0.22
H  -1.671382  -1.760235  0.554175  0.22
H  -0.462057  -2.273784  -2.395343  0.48
H  1.634052  1.184835  2.746598  0.22
C  1.058050  1.743305  2.006280  -0.62

Force components x, y, z for each atom (eV/Å):
H 0.134 0.034 0.294
H 0.180 -0.044 0.138
O -0.081 -0.278 -0.022
C 0.577 0.170 0.203
C 0.235 0.108 0.262
C -0.093 0.026 -0.207
C -0.091 -0.201 -0.820
H 0.002 0.105 -0.009
C -0.044 0.030 0.374
C -0.315 -0.356 0.253
H -0.218 0.125 -0.149
H 0.011 -0.051 -0.121
H -0.038 0.023 -0.061
H 0.106 0.098 -0.062
H 0.158 -0.003 -0.175
C -0.523 0.213 0.106

This record from the Open Molecules 2025 dataset describes one molecule with the formula C7H8O at a distorted geometry. The level of theory is ωB97M-V with the def2-TZVPD basis set.

Its molar mass is 108.1 g mol⁻¹. The calculation puts the total energy at -346.58002 Ha. The value obtained for the energy relative to the best compared isomer or geometry (same formula, charge and spin) is 122.7 kcal/mol. The largest force on an atom comes out at 0.1028 hartree/bohr. The gap between HOMO and LUMO comes out at 9.169 eV.

Last column: natural (NBO) charge in e.
CARTESIAN COORDINATES (ANGSTROEM)
H  -2.454401  1.264489  0.013881  0.21
H  1.569905  -1.986177  0.467208  0.23
C  1.942528  1.325886  -0.247152  0.27
H  -0.956337  -1.062974  0.612307  0.23
H  0.054205  -1.133658  -1.699180  0.22
C  -0.583294  -0.090633  0.141552  -0.15
H  3.988669  -1.094090  0.593026  0.22
H  -0.114290  0.652666  -1.891555  0.23
H  -0.779754  2.070613  0.514011  0.23
C  -1.462601  1.177679  0.565202  -0.61
C  0.948995  0.075811  -0.240963  -0.26
C  -0.115405  -0.176181  -1.260539  -0.39
H  -1.648147  1.215362  1.529986  0.20
O  3.067971  0.817212  0.074774  -0.45
C  1.797587  -0.993369  0.131066  -0.25
C  3.006547  -0.539660  0.398821  0.05

Force components x, y, z for each atom (eV/Å):
H 1.560 -0.023 0.376
H -0.504 -0.426 -0.471
C -3.119 -0.120 -0.670
H 1.145 1.387 -0.607
H -0.462 -0.429 -0.537
C -1.544 1.090 0.073
H -1.707 1.231 -0.046
H -0.899 1.184 -1.167
H -0.941 -0.542 -0.929
C 2.171 -0.155 -4.817
C 0.220 1.131 1.507
C 0.531 -0.600 0.634
H -1.153 -0.647 4.865
O 1.426 0.182 0.537
C 1.226 -1.646 1.780
C 2.048 -1.619 -0.530

This record from the Open Molecules 2025 dataset describes one molecule with the formula C7H8O at a distorted geometry. The level of theory is ωB97M-V with the def2-TZVPD basis set.

Its molar mass is 108.1 g mol⁻¹. The calculation puts the total energy at -346.58598 Ha. The value obtained for the energy relative to the best compared isomer or geometry (same formula, charge and spin) is 118.9 kcal/mol. The largest force on an atom comes out at 0.0862 hartree/bohr. The gap between HOMO and LUMO comes out at 10.168 eV. The structure (SMILES) is C=C1CC=C[C@H]2O[C@H]12.

Last column: natural (NBO) charge in e.
CARTESIAN COORDINATES (ANGSTROEM)
C  -0.395471  1.134202  0.267037  -0.49
C  1.854620  0.152407  -0.186238  -0.21
H  1.533673  2.268528  0.113044  0.22
H  -2.742608  -1.537400  -0.312619  0.23
C  0.160059  -1.167737  0.641836  0.02
C  -2.236995  -0.530397  -0.214572  -0.43
C  -0.994333  -0.305238  0.184885  0.01
H  0.579672  -0.900090  1.558824  0.19
O  0.799095  -2.328103  0.140842  -0.42
H  2.925205  0.133286  -0.167064  0.21
H  -0.633572  1.737033  1.146206  0.24
H  -2.625095  0.432260  -0.722840  0.20
C  1.016367  -1.097755  -0.453189  0.02
H  -0.814045  1.718310  -0.586616  0.23
C  1.119858  1.277484  0.005427  -0.18
H  0.453565  -0.986792  -1.414956  0.19

Force components x, y, z for each atom (eV/Å):
C 0.283 0.850 -2.213
C 0.337 0.391 -0.345
H 0.224 -0.041 0.017
H 0.720 1.500 0.190
C -3.565 -0.123 0.660
C -0.466 0.934 -1.592
C 0.108 -0.278 1.900
H 0.451 0.520 1.429
O -0.074 -1.170 0.211
H 0.513 0.244 -0.341
H -0.180 -0.488 0.227
H -0.300 -1.972 0.934
C 1.594 2.876 -2.970
H -0.345 -0.341 0.570
C -0.158 -2.524 0.731
H 0.859 -0.378 0.593